Entry 1:
ORCA calculation (ωB97M-V with the def2-TZVPD basis set) on a structure of composition C18H20AsN5O9S4Tc.

Results
Charge: +1
LUMO: -4.070 eV
Gap between HOMO and LUMO: 7.91 eV
Spin multiplicity: 1
HOMO energy: -12.0 eV
Calculated total energy: -151246.3625 eV
Molar mass: 751.57 g/mol
ΔE to the lowest compared entry with this formula, charge and spin: 0.0 kcal per mole

Last column: Mulliken charge in e.
Element x y z (Å)
Tc (0.322, -0.349, 0.312)  0.30
As (-2.794, -1.843, 0.202)  0.59
S (-4.645, -2.512, 0.591)  -0.26
S (-0.242, -1.796, -1.584)  0.44
S (-1.333, -1.307, 1.657)  -0.29
S (-1.698, -3.222, -1.238)  -0.21
O (0.379, 1.262, 1.497)  -0.25
O (1.189, -2.722, -1.816)  -0.34
O (3.425, -0.645, 6.041)  -0.59
O (1.066, 1.618, -1.122)  -0.49
O (3.609, 0.309, 0.569)  -0.43
O (-2.445, 3.942, -2.858)  -0.55
O (1.108, 2.226, 3.385)  -0.87
O (2.607, 1.349, 5.470)  -0.51
O (-2.931, -0.357, -0.963)  -0.43
N (2.528, -1.838, 3.729)  -0.02
N (-0.668, 2.827, -2.026)  0.12
N (1.433, -1.050, 2.032)  0.66
N (2.107, -1.091, -0.517)  0.46
N (-0.961, 0.770, -0.904)  1.09
C (1.977, -2.142, 2.538)  0.02
C (-2.834, 0.720, -4.170)  -1.10
C (-3.736, 1.327, -3.102)  -1.34
C (-0.123, 1.786, -1.350)  -0.21
C (3.627, -2.463, -1.707)  -0.58
C (1.620, -0.039, 2.939)  -0.05
C (4.439, -1.345, -1.042)  -0.42
C (2.826, 0.069, 5.278)  0.50
C (-3.267, 2.827, 0.496)  -1.10
C (-3.940, 2.395, -0.802)  -1.36
C (2.315, -0.515, 4.006)  0.18
C (1.964, -3.498, 1.929)  -1.25
C (-2.959, 1.828, -1.868)  2.28
C (-2.035, 2.964, -2.299)  -0.21
C (1.022, 1.274, 2.631)  0.62
C (-2.220, 0.694, -1.219)  -0.59
C (2.237, -2.082, -1.334)  0.30
C (3.435, -0.571, -0.208)  -0.17
H (3.014, -2.452, 4.370)  0.27
H (-2.294, -0.154, -3.793)  0.16
H (3.845, -3.455, -1.307)  0.29
H (-2.490, 3.576, 0.324)  0.28
H (5.251, -1.694, -0.409)  0.35
H (-4.442, 3.238, -1.275)  0.52
H (-3.422, 0.390, -5.025)  0.51
H (4.864, -0.656, -1.772)  0.29
H (1.388, -3.473, 1.005)  0.05
H (-4.470, 0.600, -2.760)  0.47
H (3.726, -2.518, -2.790)  0.39
H (-0.060, 3.577, -2.326)  0.33
H (-2.103, 1.443, -4.540)  0.31
H (2.110, 1.776, 4.724)  0.41
H (1.487, -4.215, 2.598)  0.43
H (-4.692, 1.628, -0.614)  0.45
H (-4.001, 3.273, 1.164)  0.51
H (-2.811, 1.989, 1.030)  0.17
H (2.975, -3.853, 1.721)  0.32
H (-4.282, 2.182, -3.499)  0.53

Cartesian forces (eV/Å) of the 2 atoms listed first:
Tc 0.1 -0.2 0.0
As 0.0 -0.3 0.2

Entry 2:
ORCA calculation (ωB97M-V with the def2-TZVPD basis set) on a structure of composition C18H20BF6MnN9O4S2.

Results
Charge: +2
LUMO (spin up / spin down): -8.049 / -9.955 eV
Gap between HOMO and LUMO (spin up / spin down): 7.19 / 5.28 eV
<S²>: 8.808
Spin multiplicity: 6
HOMO energy (spin up / spin down): -15.2 / -15.2 eV
Calculated total energy: -110549.1822 eV
Molar mass: 670.29 g/mol
ΔE to the lowest compared entry with this formula, charge and spin: 10.4 kcal per mole

Last column: Mulliken charge in e.
Element x y z (Å)
Mn (-0.361, -1.208, -0.057)  0.33
S (-3.437, -0.815, -0.278)  0.89
S (-2.774, -3.376, 0.296)  1.11
F (-2.617, -4.235, -2.184)  -0.20
F (-4.113, 1.603, 0.182)  -0.18
F (-3.689, -5.538, -0.825)  -0.18
F (-4.621, -3.722, -1.541)  -0.19
F (-4.047, 0.351, 1.960)  -0.17
F (-5.696, 0.177, 0.565)  -0.16
O (-2.765, -4.256, 1.403)  -0.62
O (-2.038, -0.297, -0.021)  -0.56
O (-3.823, -0.800, -1.646)  -0.63
O (-1.438, -2.928, -0.202)  -0.93
N (0.738, 1.096, -1.233)  1.37
N (0.146, -0.052, -1.683)  -0.75
N (-3.683, -2.112, 0.553)  -0.45
N (1.562, -1.451, -0.014)  0.15
N (0.049, -0.167, 1.663)  -0.74
N (0.666, 1.013, 1.344)  1.24
N (1.830, 3.429, 0.256)  -1.01
N (2.469, 2.332, 0.112)  0.82
N (2.331, -0.334, 0.071)  0.77
C (2.381, 5.848, 0.360)  -1.14
C (-1.229, -0.840, -3.578)  -1.37
C (-0.272, 1.553, -3.155)  -1.54
C (-1.457, -1.099, 3.379)  -1.39
C (-4.421, 0.422, 0.691)  0.60
C (-0.452, 1.311, 3.238)  -1.52
C (3.872, 2.583, -0.053)  -0.10
C (2.333, -2.541, 0.021)  0.71
C (0.365, 1.909, 2.305)  0.17
C (3.608, -0.755, 0.185)  0.30
C (-0.484, 0.211, -2.828)  0.77
C (1.740, -3.911, -0.052)  -1.26
C (-3.491, -4.296, -1.190)  0.64
C (3.655, -2.128, 0.145)  -1.79
C (-0.650, 0.007, 2.787)  0.87
C (4.083, 3.904, 0.017)  -1.02
C (0.482, 2.071, -2.132)  0.14
C (2.784, 4.456, 0.218)  0.69
B (1.579, 1.035, 0.078)  0.34
H (-1.136, -1.815, -3.099)  0.18
H (1.693, 6.119, -0.452)  0.32
H (4.434, -0.089, 0.306)  0.45
H (-0.853, 1.755, 4.135)  0.49
H (0.853, 3.073, -1.998)  0.55
H (-0.847, -0.915, -4.595)  0.44
H (2.519, -4.660, -0.162)  0.45
H (-0.845, -1.990, 3.522)  0.33
H (-1.864, -0.802, 4.341)  0.40
H (-2.294, -1.368, 2.730)  0.24
H (-2.285, -0.587, -3.640)  0.29
H (0.742, 2.917, 2.279)  0.61
H (4.531, -2.753, 0.205)  0.49
H (5.015, 4.441, -0.060)  0.52
H (1.796, 5.979, 1.279)  0.33
H (-0.624, 2.061, -4.038)  0.50
H (1.180, -4.138, 0.857)  0.28
H (1.059, -3.996, -0.898)  0.23
H (4.581, 1.800, -0.223)  0.49
H (3.233, 6.520, 0.356)  0.39

Cartesian forces (eV/Å) of the 2 atoms listed first:
Mn 0.0 0.6 0.0
S 0.0 0.1 0.1

Entry 3:
ORCA calculation (ωB97M-V with the def2-TZVPD basis set) on a structure of composition C18H20BrF3FeIN4OS in a non-equilibrium geometry.

Results
Charge: 0
LUMO (spin up / spin down): -0.730 / -0.597 eV
Gap between HOMO and LUMO (spin up / spin down): 7.33 / 7.35 eV
<S²>: 0.807
Spin multiplicity: 2
HOMO energy (spin up / spin down): -8.1 / -7.9 eV
Calculated total energy: -158516.3044 eV
Molar mass: 660.10 g/mol
ΔE to the lowest compared entry with this formula, charge and spin: 8.7 kcal per mole

Last column: Mulliken charge in e.
Element x y z (Å)
I (-1.023, 1.962, -0.670)  0.48
Br (-2.187, 4.912, -2.224)  -0.19
Fe (-0.195, -0.801, 0.468)  0.17
S (-1.575, 0.055, 1.999)  -0.38
F (0.810, -3.144, 0.841)  -0.37
F (-1.228, -3.127, 1.601)  -0.26
F (0.389, -2.336, 2.804)  -0.24
O (-1.398, -1.450, -0.790)  -0.52
N (0.957, 0.420, 2.911)  -1.66
N (1.377, -0.768, -0.766)  0.53
N (1.196, 0.067, 1.622)  1.38
N (-0.690, 0.695, 4.433)  -0.17
C (-1.536, -2.762, -1.244)  -0.99
C (-2.036, 0.615, 4.975)  -0.62
C (3.663, -0.141, -1.019)  -0.94
C (-1.083, 1.117, -3.541)  0.15
C (3.517, 0.807, 1.906)  -1.81
C (2.509, -0.240, -0.257)  0.66
C (2.380, 0.231, 1.141)  0.69
C (-0.335, 0.392, 3.173)  0.49
C (-0.119, -2.372, 1.553)  0.68
C (-1.331, 2.207, -2.711)  -0.29
C (-1.323, 1.196, -4.902)  -0.67
C (1.355, -1.217, -2.018)  -0.24
C (-1.818, 2.371, -5.450)  -0.49
C (2.471, -1.148, -2.836)  -1.07
C (-1.828, 3.377, -3.269)  0.02
C (-2.427, -0.797, 5.386)  -0.90
C (-2.070, 3.460, -4.635)  -0.47
C (3.635, -0.601, -2.327)  -0.47
H (4.042, 0.023, 2.457)  0.27
H (-2.364, -1.474, 4.535)  0.23
H (4.230, 1.302, 1.250)  0.48
H (-2.455, 4.381, -5.049)  0.38
H (-2.198, -3.364, -0.613)  0.24
H (3.140, 1.522, 2.634)  0.43
H (-1.975, -2.746, -2.251)  0.28
H (-0.585, -3.312, -1.308)  0.36
H (-2.017, 2.440, -6.511)  0.36
H (0.411, -1.637, -2.334)  0.74
H (-2.727, 1.009, 4.230)  0.32
H (0.084, 0.801, 5.070)  0.25
H (-1.132, 0.336, -5.530)  0.39
H (2.416, -1.523, -3.848)  0.45
H (-0.725, 0.198, -3.100)  0.47
H (4.523, -0.529, -2.941)  0.42
H (-1.766, -1.167, 6.171)  0.31
H (-2.074, 1.290, 5.831)  0.37
H (4.564, 0.284, -0.605)  0.38
H (-3.450, -0.814, 5.763)  0.36

Cartesian forces (eV/Å) of the 2 atoms listed first:
I 0.0 0.2 0.0
Br 0.0 0.0 0.0

Entry 4:
ORCA calculation (ωB97M-V with the def2-TZVPD basis set) on a cluster of 2 separate species, C18H20F2N in total in a non-equilibrium geometry.

Results
Charge: +1
LUMO: -6.299 eV
Gap between HOMO and LUMO: 4.87 eV
Spin multiplicity: 1
HOMO energy: -11.2 eV
Calculated total energy: -25906.8803 eV
Molar mass: 288.36 g/mol
ΔE to the lowest compared entry with this formula, charge and spin: 36.8 kcal per mole

Last column: Mulliken charge in e.
Element x y z (Å)
F (-2.249, 0.838, -3.776)  -0.29
F (1.450, 4.238, 0.035)  -0.29
N (-0.896, -0.518, 1.572)  0.46
C (0.668, -1.892, -2.641)  -0.62
C (3.235, 0.523, 0.403)  -0.41
C (-0.132, -2.152, -3.745)  -0.58
C (0.433, -0.509, 2.061)  -1.43
C (1.610, 1.983, -0.710)  -0.28
C (-1.673, 0.684, 1.852)  -0.56
C (-1.253, -0.045, -3.410)  -0.18
C (-3.145, -1.297, 1.792)  -0.50
C (2.056, 0.663, -0.406)  0.60
C (2.103, 3.024, 0.061)  0.19
C (-3.148, 0.246, 1.796)  -0.58
C (3.777, 1.618, 1.062)  -0.50
C (-1.667, -1.729, 1.837)  -0.70
C (-1.121, -1.228, -4.137)  -0.48
C (0.504, -0.697, -1.883)  0.94
C (-0.514, 0.227, -2.266)  -0.14
C (1.372, -0.525, -0.767)  -0.84
C (3.162, 2.879, 0.959)  -0.46
H (0.908, 0.445, 1.809)  0.36
H (1.441, -2.593, -2.317)  0.41
H (-0.748, 1.087, -1.641)  0.48
H (0.012, -3.080, -4.301)  0.41
H (3.676, -0.472, 0.494)  0.43
H (-3.683, -1.694, 2.659)  0.30
H (0.513, -0.645, 3.158)  0.46
H (1.001, -1.312, 1.582)  0.42
H (1.762, -1.457, -0.330)  0.46
H (-1.425, -2.151, 2.834)  0.29
H (3.487, 3.705, 1.580)  0.48
H (-3.684, 0.640, 2.664)  0.30
H (-3.611, 0.640, 0.888)  0.24
H (-1.778, -1.442, -4.972)  0.48
H (-1.435, -2.504, 1.090)  0.26
H (-1.427, 1.087, 2.854)  0.38
H (-3.618, -1.683, 0.886)  0.26
H (-1.426, 1.461, 1.112)  0.15
H (0.808, 2.154, -1.428)  0.68
H (4.655, 1.478, 1.693)  0.40

Cartesian forces (eV/Å) of the 2 atoms listed first:
F 1.3 -1.1 0.5
F 1.0 -1.4 -0.3

Entry 5:
ORCA calculation (ωB97M-V with the def2-TZVPD basis set) on a structure of composition C18H20FeN3O3 in a non-equilibrium geometry.

Results
Charge: +1
LUMO (spin up / spin down): -2.541 / -7.579 eV
Gap between HOMO and LUMO (spin up / spin down): 5.98 / 4.39 eV
<S²>: 6.080
Spin multiplicity: 5
HOMO energy (spin up / spin down): -8.5 / -12.0 eV
Calculated total energy: -63976.9047 eV
Molar mass: 382.22 g/mol
ΔE to the lowest compared entry with this formula, charge and spin: 0.0 kcal per mole

Last column: Mulliken charge in e.
Element x y z (Å)
Fe (2.580, 2.022, -1.660)  0.30
O (2.819, 1.833, 1.235)  -0.38
O (4.481, 4.222, -1.407)  -0.36
O (4.711, -0.046, -1.593)  -0.33
N (-4.008, 0.768, 3.017)  -0.61
N (-2.663, -0.951, 2.612)  0.25
N (-0.560, -1.133, 0.421)  0.17
C (-2.219, -0.361, 3.785)  -0.12
C (1.388, 0.594, -2.616)  -1.01
C (3.697, 3.387, -1.615)  0.04
C (-0.254, 2.604, -1.143)  -1.04
C (-3.790, -0.257, 2.201)  -0.04
C (2.593, 1.925, 0.096)  0.23
C (0.962, 3.198, -1.619)  0.02
C (-0.910, -3.475, 0.243)  -0.85
C (3.897, 0.767, -1.743)  0.50
C (-2.153, -2.207, 2.036)  -1.25
C (-3.051, 0.725, 4.014)  -0.50
C (1.376, 3.008, -2.993)  -0.72
C (-0.517, 1.254, -1.185)  -0.50
C (0.266, 0.284, -1.788)  -0.48
C (0.540, -3.129, -0.114)  -0.55
C (0.757, -1.753, 0.552)  -0.43
C (1.508, 1.739, -3.491)  -0.52
C (-1.613, -2.120, 0.594)  0.12
H (-0.679, -0.267, 0.939)  0.46
H (0.633, -3.011, -1.200)  0.26
H (-1.003, 3.259, -0.683)  0.43
H (1.853, 1.581, -4.519)  0.41
H (-2.956, -2.971, 2.040)  0.28
H (0.025, -0.777, -1.674)  0.89
H (-1.392, -0.745, 4.364)  0.36
H (1.213, 4.173, -1.172)  0.67
H (1.533, -1.127, 0.078)  0.12
H (-4.366, -0.578, 1.329)  0.34
H (-2.999, 1.434, 4.828)  0.40
H (1.267, -3.873, 0.223)  0.42
H (-1.407, 0.897, -0.659)  0.72
H (-1.336, -2.554, 2.691)  0.45
H (-2.449, -1.888, -0.097)  0.44
H (-1.442, -4.019, -0.545)  0.37
H (-0.899, -4.108, 1.141)  0.38
H (1.627, 3.884, -3.587)  0.43
H (1.923, -0.311, -2.963)  0.79
H (1.018, -1.899, 1.627)  0.42

Cartesian forces (eV/Å) of the 2 atoms listed first:
Fe 1.7 -1.8 -0.5
O -0.7 0.3 -2.5